Record 1
Molecular formula: C3H9IN3
Method: DFT, the ωB97M-V functional and the def2-TZVPD basis

Each line ends with the natural charge from an NBO analysis.
Positions of all 16 atoms, in Å:
C: -1.72 0.24 -0.17  0.2237
C: -2.54 -0.96 -0.06  -0.7175
C: 3.35 0.19 0.27  -0.0552
N: -0.51 0.32 0.17  -0.2086
N: 0.36 1.33 0.16  -0.6194
N: 2.43 -0.66 0.28  -0.7073
I: 5.37 -0.02 -0.08  0.2119
H: -2.26 1.11 -0.66  0.2369
H: -3.38 -0.75 -0.79  0.2624
H: -2.94 -1.19 0.85  0.2763
H: -2.15 -1.94 -0.27  0.2710
H: 3.09 1.26 0.53  0.1855
H: 0.06 2.30 0.02  0.4075
H: 1.26 1.12 -0.26  0.4194
H: 2.72 -1.65 0.31  0.3807
H: -0.13 -0.46 0.59  0.4328

## Properties
- spin multiplicity = 1
- LUMO energy (eV) = -4.1
- charge = +1
- relative energy (zero: lowest compared OMol25 entry of this formula, charge and spin) (kcal per mole) = 48.92

=====

Record 2
Molecular formula: C19H47BClNP2Sn
Method: DFT, the ωB97M-V functional and the def2-TZVPD basis

Each line ends with the Mulliken charge.
Positions of all 72 atoms, in Å:
Sn: -0.45 0.15 0.57  0.8872
P: -0.43 2.53 1.37  -0.1995
C: -1.74 3.59 0.59  0.6075
C: -0.84 2.38 3.17  0.5311
C: 1.13 3.49 1.15  0.9109
C: -2.87 2.82 -0.11  -1.4723
H: -1.17 4.13 -0.19  0.4975
C: -2.33 4.62 1.56  -1.6052
H: -2.98 4.14 2.31  0.2790
H: -2.95 5.32 0.99  0.4656
H: -1.57 5.21 2.09  0.3025
H: -2.50 2.23 -0.96  0.2762
H: -3.59 3.55 -0.50  0.4932
H: -3.41 2.15 0.58  0.2279
H: 1.22 3.52 0.05  0.4948
C: 2.39 2.82 1.73  -1.5321
C: 0.97 4.93 1.66  -1.7211
H: 0.24 5.49 1.07  0.3393
H: 1.93 5.44 1.58  0.5015
H: 0.66 4.95 2.72  0.3175
H: 2.26 1.77 2.01  0.1815
H: 2.77 3.38 2.60  0.4156
H: 3.19 2.84 0.97  0.3669
C: -2.19 1.66 3.36  -1.3366
H: -0.93 3.42 3.51  0.4518
C: 0.27 1.69 3.97  -1.3411
H: -3.03 2.16 2.87  0.2319
H: -2.40 1.63 4.44  0.4817
H: -2.13 0.62 3.00  0.1590
H: 0.45 0.67 3.61  0.1635
H: -0.07 1.61 5.01  0.4809
H: 1.20 2.25 3.97  0.2603
Cl: -0.30 -1.52 2.26  -0.5343
H: -1.71 0.00 -0.61  -0.2057
H: 2.33 0.46 -0.38  0.2466
P: -0.07 -2.19 -1.99  0.4391
C: 1.09 -1.77 -3.36  0.3367
C: 0.29 -3.87 -1.34  0.5221
C: -1.74 -2.19 -2.79  0.6551
C: 2.19 -0.80 -2.92  -1.3075
H: 0.43 -1.24 -4.07  0.5148
C: 1.66 -3.02 -4.02  -1.6796
H: 2.34 -3.56 -3.34  0.2708
H: 2.24 -2.69 -4.89  0.4891
H: 0.88 -3.71 -4.37  0.2924
H: 1.79 0.18 -2.64  0.1758
H: 2.89 -0.64 -3.75  0.5086
H: 2.77 -1.18 -2.07  0.1882
H: -1.80 -1.16 -3.17  0.3472
C: -2.92 -2.41 -1.82  -1.6439
C: -1.74 -3.17 -3.96  -1.6711
H: -1.05 -2.86 -4.75  0.3089
H: -2.75 -3.19 -4.38  0.4816
H: -1.49 -4.19 -3.63  0.2658
H: -2.70 -2.15 -0.77  0.2507
H: -3.29 -3.44 -1.87  0.4680
H: -3.74 -1.76 -2.14  0.4013
C: 1.66 -3.91 -0.65  -1.3994
H: 0.31 -4.48 -2.26  0.5161
C: -0.79 -4.39 -0.39  -1.3932
H: 2.49 -3.65 -1.31  0.2593
H: 1.83 -4.94 -0.30  0.4832
H: 1.69 -3.25 0.23  0.1030
H: -0.92 -3.71 0.48  0.0865
H: -0.46 -5.37 -0.01  0.4794
H: -1.76 -4.53 -0.88  0.2469
B: 3.51 -1.40 2.22  0.2424
C: 2.67 -0.72 1.22  -0.2175
N: 2.00 -0.13 0.39  -0.3492
H: 2.73 -1.72 3.08  -0.0983
H: 4.31 -0.55 2.58  -0.1072
H: 4.03 -2.33 1.62  -0.0893

## Properties
- spin multiplicity = 1
- LUMO energy (alpha / beta) (eV) = 0.0 / 0.0

=====

Record 3
Molecular formula: C3H3NO2
Method: DFT, the ωB97M-V functional and the def2-TZVPD basis

Each line ends with the natural charge from an NBO analysis.
Positions of all 9 atoms, in Å:
O: 1.92 0.02 0.41  -0.6679
C: 0.66 0.20 -0.10  0.0434
C: -0.13 1.42 0.29  0.2867
O: -1.38 0.94 0.25  -0.4767
C: -1.36 -0.47 0.09  0.3471
N: -0.22 -0.97 -0.07  -0.4284
H: 2.22 -0.85 0.10  0.4839
H: 0.67 0.52 -1.18  0.2075
H: -2.32 -0.95 0.10  0.2043

## Properties
- spin multiplicity = 1
- LUMO energy (eV) = 0.1
- relative energy (zero: lowest compared OMol25 entry of this formula, charge and spin) (kcal per mole) = 91.42

=====

Record 4
Molecular formula: C12H22N4O5PPd
Method: DFT, the ωB97M-V functional and the def2-TZVPD basis

Each line ends with the natural charge from an NBO analysis.
Positions of all 45 atoms, in Å:
Pd: -1.31 -0.33 0.16  0.7859
O: -0.61 1.24 2.43  -0.7368
C: -1.31 0.36 3.30  -0.0896
C: -2.70 0.01 2.78  -0.2597
N: -2.74 -0.82 1.55  -0.4092
C: -2.44 -2.25 1.82  -0.3537
C: -0.92 -2.51 1.86  0.7643
O: -0.45 -3.33 2.60  -0.5812
O: -0.21 -1.78 1.02  -0.7814
C: -3.98 -0.54 0.78  -0.3434
C: -3.80 0.83 0.08  0.7504
O: -4.67 1.66 0.12  -0.5750
O: -2.64 0.98 -0.52  -0.7386
H: -1.07 2.08 2.41  0.4797
H: -0.69 -0.53 3.42  0.2065
H: -1.43 0.80 4.29  0.1960
H: -3.27 -0.51 3.56  0.2188
H: -3.23 0.94 2.56  0.2261
H: -2.91 -2.60 2.74  0.2304
H: -2.83 -2.83 0.99  0.2371
H: -4.07 -1.30 0.00  0.2296
H: -4.86 -0.55 1.41  0.2272
C: 2.88 -0.15 -3.10  -0.0520
N: 3.02 -0.71 -1.67  -0.3875
C: 3.63 0.39 -0.78  -0.0512
N: 2.86 1.58 -0.85  -0.4292
C: 2.75 2.05 -2.23  -0.0762
N: 2.12 1.05 -3.10  -0.4294
C: 0.70 0.85 -2.81  -0.5311
P: 0.49 0.23 -1.08  0.9821
C: 1.69 -1.17 -1.15  -0.5580
C: 1.55 1.46 -0.20  -0.5429
H: 2.41 -0.92 -3.70  0.2279
H: 3.90 0.04 -3.44  0.2273
H: 3.66 -1.51 -1.68  0.4373
H: 4.64 0.56 -1.16  0.2257
H: 3.67 -0.01 0.23  0.2338
H: 3.75 2.26 -2.61  0.2200
H: 2.17 2.97 -2.25  0.2297
H: 0.27 0.15 -3.52  0.2495
H: 0.17 1.80 -2.92  0.2633
H: 1.31 -1.95 -1.80  0.2556
H: 1.80 -1.58 -0.14  0.2954
H: 1.65 1.15 0.84  0.2693
H: 1.05 2.42 -0.20  0.2571

## Properties
- spin multiplicity = 1
- LUMO energy (eV) = -3.1
- charge = +1
- relative energy (zero: lowest compared OMol25 entry of this formula, charge and spin) (kcal per mole) = 1.67

=====

Record 5
Molecular formula: C16H13Br4N4O2SZr
Method: DFT, the ωB97M-V functional and the def2-TZVPD basis

Each line ends with the natural charge from an NBO analysis.
Positions of all 41 atoms, in Å:
Zr: -0.04 -0.71 -1.24  2.1749
C: 2.01 4.38 1.54  -0.6164
C: 0.61 3.79 1.38  -0.2237
N: 0.39 3.26 0.04  -0.5385
C: 0.68 2.03 -0.33  0.3536
S: 0.29 1.62 -2.02  -0.2517
N: 1.23 1.22 0.57  -0.4300
N: 1.38 -0.06 0.19  -0.3807
C: 1.81 -0.96 1.03  0.2746
C: 2.26 -0.65 2.41  -0.6936
C: 1.76 -2.34 0.51  0.1918
C: 2.33 -3.42 1.15  -0.2115
C: 2.24 -4.68 0.57  -0.0913
C: 1.57 -4.84 -0.63  -0.2318
C: 0.99 -3.73 -1.21  0.0976
N: 1.08 -2.51 -0.66  -0.5997
H: 2.14 4.77 2.55  0.2271
H: 2.17 5.19 0.83  0.2147
H: 2.76 3.61 1.37  0.2158
H: -0.15 4.55 1.56  0.2154
H: 0.46 2.98 2.09  0.2233
H: 0.04 3.88 -0.67  0.4209
H: 2.09 0.41 2.60  0.2747
H: 3.32 -0.87 2.54  0.2514
H: 1.70 -1.24 3.14  0.2487
H: 2.85 -3.27 2.09  0.2492
H: 2.69 -5.53 1.07  0.2484
H: 1.48 -5.81 -1.10  0.2553
H: 0.42 -3.81 -2.13  0.2350
Br: -5.87 2.27 -0.66  0.1510
C: -4.51 1.09 -1.21  -0.1512
C: -4.62 0.38 -2.41  -0.1264
Br: -6.14 0.58 -3.49  0.1533
C: -3.60 -0.49 -2.80  -0.1708
Br: -3.64 -1.41 -4.44  0.1408
C: -2.49 -0.68 -1.99  0.2525
O: -1.43 -1.47 -2.33  -0.7812
C: -2.43 -0.01 -0.75  0.1582
O: -1.36 -0.30 0.06  -0.7305
C: -3.40 0.91 -0.40  -0.1280
Br: -3.10 1.88 1.18  0.1288

## Properties
- spin multiplicity = 1
- LUMO energy (eV) = -4.7
- charge = +1
- relative energy (zero: lowest compared OMol25 entry of this formula, charge and spin) (kcal per mole) = 22.87

=====

Record 6
Molecular formula: C6H12O4
Method: DFT, the ωB97M-V functional and the def2-TZVPD basis

Each line ends with the natural charge from an NBO analysis.
Positions of all 22 atoms, in Å:
C: 1.32 1.78 1.14  -0.2588
O: 1.21 0.43 0.69  -0.5359
C: 0.62 0.26 -0.54  0.3773
C: 0.91 -1.14 -1.08  -0.4472
C: -0.43 -1.88 -1.03  -0.3388
C: -0.47 -3.09 -0.10  -0.5936
C: -1.43 -0.82 -0.61  0.7941
O: -2.61 -0.95 -0.41  -0.5711
O: -0.82 0.36 -0.43  -0.5052
H: 2.34 2.16 0.94  0.1757
H: 0.59 2.42 0.64  0.1929
H: 1.14 1.77 2.22  0.1976
H: 0.92 1.08 -1.22  0.1590
H: 1.31 -1.08 -2.10  0.2240
H: 1.67 -1.61 -0.45  0.2374
H: -0.74 -2.20 -2.04  0.2355
H: -0.31 -2.78 0.94  0.2145
H: -1.43 -3.61 -0.17  0.2296
H: 0.33 -3.80 -0.38  0.2111
O: -1.06 4.40 1.52  -0.9427
H: -1.38 4.59 0.63  0.4702
H: -1.68 3.72 1.86  0.4746

## Properties
- structure (SMILES) = CO[C@H]1C[C@@H](C)C(=O)O1.O
- spin multiplicity = 1
- LUMO energy (eV) = 0.7
- relative energy (zero: lowest compared OMol25 entry of this formula, charge and spin) (kcal per mole) = 12.87

=====

Number 1: calculated total energy -15818.883 eV. Number 2: calculated total energy -59559.683 eV. Number 3: calculated total energy -8741.167 eV. Number 4: calculated total energy -41761.620 eV. Number 5: calculated total energy -319140.715 eV. Number 6: calculated total energy -14606.654 eV.